{"formula": "C18H22N2O3S2", "method": "ωB97M-V/def2-TZVPD", "homo_ha": -0.307, "e_lumo_ev": 0.46, "de_lowest_ev": 0.485, "smiles": "CCc1cccc(NC(=O)C2CCN(S(=O)(=O)c3cccs3)CC2)c1", "gap_ev": 8.81, "elements": ["C", "C", "C", "C", "C", "C", "C", "N", "C", "O", "C", "C", "C", "N", "S", "O", "O", "C", "C", "C", "C", "S", "C", "C", "C", "H", "H", "H", "H", "H", "H", "H", "H", "H", "H", "H", "H", "H", "H", "H", "H", "H", "H", "H", "H", "H", "H"], "positions_angstrom": [[4.591, 3.630, 1.027], [4.567, 2.971, -0.353], [4.407, 1.483, -0.221], [5.517, 0.657, -0.090], [5.358, -0.707, 0.073], [4.097, -1.275, 0.110], [2.979, -0.458, -0.017], [1.668, -0.948, 0.012], [1.229, -2.228, 0.121], [1.940, -3.204, 0.216], [-0.298, -2.344, 0.121], [-0.902, -1.824, -1.189], [-2.428, -1.897, -1.133], [-2.948, -1.195, 0.022], [-2.977, 0.476, -0.116], [-2.468, 1.079, 1.081], [-2.428, 0.888, -1.375], [-4.724, 0.750, -0.176], [-5.482, 1.097, -1.251], [-6.854, 1.184, -0.931], [-7.100, 0.894, 0.374], [-5.663, 0.517, 1.242], [-2.433, -1.703, 1.278], [-0.908, -1.619, 1.327], [3.145, 0.915, -0.180], [5.416, 3.239, 1.619], [3.664, 3.429, 1.559], [4.711, 4.707, 0.933], [5.498, 3.197, -0.876], [3.740, 3.383, -0.934], [6.508, 1.087, -0.119], [6.226, -1.341, 0.172], [3.973, -2.337, 0.234], [0.962, -0.228, -0.070], [-0.522, -3.413, 0.208], [-0.632, -0.780, -1.361], [-0.534, -2.416, -2.029], [-2.767, -2.936, -1.072], [-2.861, -1.429, -2.017], [-5.058, 1.288, -2.219], [-7.617, 1.449, -1.641], [-8.044, 0.884, 0.882], [-2.771, -2.739, 1.381], [-2.870, -1.102, 2.075], [-0.542, -2.066, 2.253], [-0.638, -0.561, 1.327], [2.272, 1.547, -0.279]]}


{"formula": "C18H22N2O5S", "method": "ωB97M-V/def2-TZVPD", "homo_ha": -0.305, "e_lumo_ev": -0.55, "de_lowest_ev": 17.699, "gap_ev": 7.76, "elements": ["C", "H", "O", "C", "C", "C", "C", "C", "C", "H", "H", "O", "C", "C", "O", "N", "C", "C", "C", "C", "C", "C", "H", "H", "C", "H", "H", "H", "S", "O", "O", "N", "C", "H", "H", "H", "C", "H", "H", "H", "H", "H", "H", "H", "H", "H", "H", "H"], "positions_angstrom": [[-9.048, -0.628, -0.180], [-8.834, -1.305, 0.592], [-8.051, 0.551, -0.222], [-6.815, 0.173, -0.218], [-6.012, 1.147, -0.274], [-4.725, 1.092, -0.061], [-4.183, -0.217, -0.006], [-4.936, -1.181, -0.363], [-6.348, -1.030, -0.345], [-6.864, -1.990, -0.314], [-4.564, -1.999, -0.268], [-2.823, -0.025, -0.259], [-2.052, -1.552, -0.344], [-0.529, -1.115, -0.197], [0.167, -2.184, -0.354], [-0.233, 0.063, -0.119], [1.165, 0.456, -0.201], [2.227, -0.214, -0.386], [3.614, 0.541, -0.526], [3.660, 1.842, -0.125], [2.497, 2.556, -0.133], [1.168, 2.084, 0.106], [0.408, 2.722, 0.161], [2.578, 3.673, 0.296], [5.047, 2.577, -0.457], [5.069, 3.513, -0.182], [5.611, 1.858, 0.649], [5.643, 2.266, -1.131], [4.845, -0.659, -0.667], [4.512, -2.010, -0.910], [5.758, 0.071, -1.850], [5.733, -0.512, 0.566], [5.084, -1.137, 1.764], [4.011, -0.927, 1.749], [4.990, -2.325, 1.574], [5.581, -0.772, 2.735], [7.182, -0.864, 0.401], [7.276, -1.937, 0.763], [7.686, -0.461, 1.458], [7.428, -0.276, -0.235], [2.272, -1.299, -0.478], [-1.056, 0.842, 0.040], [-2.434, -2.050, 0.655], [-2.395, -2.047, -1.125], [-4.130, 2.103, -0.131], [-6.335, 2.237, -0.088], [-8.880, -1.309, -1.146], [-9.965, -0.341, -0.217]]}


{"formula": "C18H22N2O5S", "method": "ωB97M-V/def2-TZVPD", "homo_ha": -0.292, "e_lumo_ev": 0.63, "de_lowest_ev": 1.466, "smiles": "COc1ccccc1NC(=O)CN(C)S(=O)(=O)c1cc(C)ccc1OC", "gap_ev": 8.58, "elements": ["C", "O", "C", "C", "C", "C", "C", "C", "N", "C", "O", "C", "N", "C", "S", "O", "O", "C", "C", "C", "C", "C", "C", "C", "O", "C", "H", "H", "H", "H", "H", "H", "H", "H", "H", "H", "H", "H", "H", "H", "H", "H", "H", "H", "H", "H", "H", "H"], "positions_angstrom": [[-4.297, -2.731, 0.930], [-3.614, -1.795, 0.133], [-3.987, -0.479, 0.216], [-5.123, -0.014, 0.856], [-5.412, 1.343, 0.863], [-4.570, 2.240, 0.236], [-3.427, 1.789, -0.405], [-3.125, 0.438, -0.417], [-1.995, -0.098, -1.042], [-0.854, 0.541, -1.373], [-0.687, 1.741, -1.431], [0.243, -0.440, -1.802], [0.384, -1.525, -0.856], [1.142, -2.655, -1.339], [0.762, -0.995, 0.703], [-0.374, -0.255, 1.168], [1.146, -2.145, 1.463], [2.113, 0.174, 0.534], [1.816, 1.514, 0.651], [2.812, 2.478, 0.531], [2.468, 3.929, 0.642], [4.111, 2.042, 0.314], [4.418, 0.696, 0.196], [3.414, -0.264, 0.289], [3.591, -1.599, 0.132], [4.905, -2.104, 0.062], [-4.276, -2.447, 1.986], [-5.336, -2.855, 0.604], [-3.765, -3.672, 0.800], [-5.793, -0.698, 1.354], [-6.303, 1.690, 1.365], [-4.796, 3.295, 0.245], [-2.754, 2.479, -0.884], [-1.912, -1.099, -0.904], [1.178, 0.125, -1.934], [-0.043, -0.863, -2.771], [0.531, -3.225, -2.041], [2.072, -2.353, -1.831], [1.379, -3.270, -0.475], [0.789, 1.791, 0.830], [3.308, 4.554, 0.350], [2.193, 4.173, 1.667], [1.614, 4.156, 0.007], [4.909, 2.765, 0.227], [5.442, 0.404, 0.022], [5.493, -1.814, 0.936], [5.414, -1.774, -0.850], [4.798, -3.187, 0.043]]}


{"formula": "C18H22N2O9S2", "method": "ωB97M-V/def2-TZVPD", "homo_ha": -0.349, "e_lumo_ev": -0.67, "smiles": "O=S(=O)(O)c1ccc(-c2ccc(S(=O)(=O)O)cc2)cc1.CNC(=O)[C@H](CO)NC(C)=O", "gap_ev": 8.83, "elements": ["O", "S", "O", "O", "C", "C", "C", "C", "C", "C", "C", "C", "S", "O", "O", "O", "C", "C", "C", "C", "H", "H", "H", "H", "H", "H", "H", "H", "H", "H", "C", "N", "C", "O", "C", "C", "O", "N", "C", "C", "O", "H", "H", "H", "H", "H", "H", "H", "H", "H", "H", "H", "H"], "positions_angstrom": [[2.568, -2.584, 6.716], [1.644, -1.500, 7.064], [2.365, -0.325, 7.562], [0.671, -1.982, 8.285], [0.543, -1.075, 5.685], [-0.845, -0.983, 5.857], [-1.664, -0.660, 4.771], [-1.113, -0.431, 3.499], [-1.963, -0.096, 2.345], [-3.070, 0.758, 2.477], [-3.833, 1.119, 1.362], [-3.500, 0.619, 0.096], [-4.423, 1.127, -1.380], [-4.558, 0.032, -2.345], [-3.856, 2.333, -1.992], [-5.933, 1.449, -0.851], [-2.418, -0.255, -0.043], [-1.660, -0.607, 1.073], [0.280, -0.522, 3.345], [1.102, -0.841, 4.425], [1.252, -1.800, 9.034], [-1.297, -1.168, 6.830], [-2.738, -0.610, 4.919], [-3.325, 1.179, 3.444], [-4.674, 1.801, 1.481], [-6.440, 1.081, -1.587], [-2.148, -0.657, -1.019], [-0.826, -1.286, 0.935], [0.740, -0.329, 2.381], [2.179, -0.908, 4.282], [2.124, 0.401, -7.153], [2.221, 0.283, -5.700], [1.595, -0.646, -4.971], [0.891, -1.506, -5.495], [1.750, -0.622, -3.435], [0.490, -1.194, -2.768], [0.648, -1.226, -1.359], [2.057, 0.691, -2.831], [3.207, 1.352, -2.935], [3.344, 2.610, -2.110], [4.120, 0.991, -3.664], [1.073, 0.416, -7.452], [2.609, -0.455, -7.625], [2.608, 1.320, -7.488], [2.873, 0.884, -5.211], [2.582, -1.290, -3.211], [0.301, -2.206, -3.133], [-0.367, -0.566, -3.020], [1.303, -1.900, -1.152], [1.366, 1.059, -2.196], [3.209, 2.369, -1.058], [2.595, 3.334, -2.425], [4.340, 3.025, -2.261]]}